# 1
Entry from the Open Molecules 2025 dataset: a molecular structure, C18H15F3N10O2STc at a distorted geometry (ωB97M-V with the def2-TZVPD basis set).

Each line ends with the natural charge from an NBO analysis.
Geometry (Å):
Tc -0.16220 -0.63497 -0.52682  0.76
N -2.94858 -4.23460 -0.59342  -0.76
C -2.25201 -3.07837 -0.57761  0.23
S -0.57973 -3.05028 -0.31946  0.09
N -2.93625 -1.94397 -0.77918  -0.27
N -2.11930 -0.95732 -0.72752  -0.05
C -2.54741 0.40465 -0.97918  0.07
C -2.86644 1.07324 0.32628  -0.18
C -4.03458 1.81304 0.47701  -0.10
C -4.29488 2.50178 1.64500  -0.28
C -3.35624 2.43899 2.67248  -0.18
C -2.18690 1.70984 2.53292  -0.27
C -1.91230 0.99945 1.35954  0.35
O -0.78330 0.28557 1.26638  -0.73
H -2.43679 -5.08887 -0.72809  0.41
H -3.88290 -4.19728 -0.96984  0.41
H -3.37404 0.48620 -1.68330  0.23
H -4.73552 1.85890 -0.35019  0.21
H -5.20067 3.08552 1.75252  0.21
H -3.53636 2.97957 3.59473  0.21
H -1.45310 1.65981 3.33062  0.22
N 0.98899 -2.36119 2.36821  -0.74
C 1.98060 -1.93950 1.58894  0.65
N 3.21634 -2.35642 1.86959  -0.57
C 4.18377 -1.70883 1.23771  0.61
N 5.44304 -2.14329 1.38754  -0.75
N 4.01326 -0.59269 0.48205  -0.53
C 2.76767 -0.33907 0.20565  0.49
N 1.69751 -1.05172 0.59813  -0.56
C 2.42555 0.90078 -0.54336  0.15
C 3.33347 1.86781 -0.86731  -0.20
C 2.86502 3.02175 -1.50227  -0.13
C 1.52157 3.15741 -1.76433  -0.20
C 0.66188 2.13212 -1.39936  0.28
N 1.11806 1.02976 -0.81478  -0.39
H 1.19104 -3.09393 3.02509  0.42
H 0.03718 -2.09470 2.17863  0.43
H 5.61307 -2.98992 1.89739  0.41
H 6.18171 -1.68691 0.88581  0.41
H 4.37575 1.70690 -0.62825  0.25
H 3.55830 3.80514 -1.78388  0.23
H 1.09538 4.02225 -2.25838  0.27
H -1.17013 2.63542 -0.59563  0.15
F -0.06567 -1.95616 -3.17600  -0.35
C 0.77758 -1.33649 -2.31187  0.79
F 1.79916 -2.24420 -2.09815  -0.38
F 1.37615 -0.35692 -3.06438  -0.37
O -1.32097 2.89855 -2.56143  -0.83
C -0.82949 2.18154 -1.56123  0.18
N -1.23630 0.78159 -1.51699  -0.27

Results
LUMO level (alpha / beta), eV: -1.357 / -1.494
Net charge: 0
Frontier orbital gap (alpha / beta), Ha: 0.208 / 0.199
Multiplicity: 2
E_HOMO (alpha / beta), eV: -7.01 / -6.91


# 2
Entry from the Open Molecules 2025 dataset: a molecular structure, C35H40F10N3ORb (ωB97M-V with the def2-TZVPD basis set).

Each line ends with the Löwdin charge.
Geometry (Å):
Rb 0.00897 0.96135 -0.17372  0.74
C -1.88442 -1.59781 -0.25695  -0.12
C -1.61695 -1.56694 1.13298  -0.21
C -0.39072 -2.29442 1.33073  -0.17
C 0.03250 -2.72521 0.05695  -0.07
C -0.87499 -2.30689 -0.92544  -0.26
C -0.83353 -2.63685 -2.40312  -0.54
C -1.79222 -3.80433 -2.69831  -0.06
C -1.27095 -1.42684 -3.23957  -0.05
C 0.57795 -3.04633 -2.83685  -0.06
C 0.45128 -2.59688 2.57246  -0.52
C -0.34158 -3.30705 3.68315  -0.06
C 1.11482 -1.31844 3.11954  -0.04
C 1.60816 -3.55020 2.22684  -0.08
C -2.68319 -1.03089 2.09492  -0.52
C -2.14897 -0.25911 3.30800  -0.06
C -3.56224 -2.19950 2.58676  -0.05
C -3.62025 -0.04636 1.37710  -0.07
H -2.77670 -1.21871 -0.73917  0.09
H 0.93039 -3.28762 -0.14923  0.08
H -2.81073 -3.53519 -2.41218  0.08
H -1.49602 -4.68313 -2.12174  0.08
H -1.78463 -4.06267 -3.76517  0.07
H -2.29293 -1.13290 -2.99435  0.05
H -1.23485 -1.66046 -4.30913  0.09
H -0.61194 -0.57540 -3.05346  0.09
H 0.88884 -3.96262 -2.33083  0.08
H 1.29600 -2.26180 -2.58970  0.08
H 0.60828 -3.22596 -3.91685  0.07
H -1.13370 -2.68923 4.09725  0.04
H 0.32429 -3.59211 4.50592  0.07
H -0.79708 -4.21544 3.28161  0.09
H 0.38059 -0.55429 3.36705  0.04
H 1.78510 -0.91012 2.35819  0.08
H 1.70546 -1.53842 4.01736  0.08
H 1.23448 -4.48480 1.80391  0.08
H 2.17343 -3.78412 3.13490  0.08
H 2.29437 -3.09677 1.51108  0.07
H -1.51162 -0.86243 3.94801  0.05
H -2.98512 0.09842 3.91755  0.08
H -1.58100 0.61125 2.97498  0.04
H -2.97358 -2.92577 3.14704  0.06
H -3.99037 -2.71341 1.72434  0.08
H -4.38095 -1.83881 3.22245  0.07
H -3.06027 0.77229 0.92317  0.07
H -4.32445 0.38602 2.09346  0.09
H -4.20614 -0.53805 0.60119  0.07
C 1.60313 4.17663 -2.06660  -0.10
N 1.12284 3.93210 -0.71838  -0.23
C 0.09552 4.88867 -0.31930  -0.22
C -1.20376 4.82939 -1.12432  -0.26
N -2.13622 3.86212 -0.60062  0.03
C -2.52485 2.82621 -1.30332  -0.28
C -3.65917 2.06449 -0.84078  -0.20
F -4.23746 2.44684 0.31356  0.06
C -4.21588 1.00963 -1.51153  -0.19
F -5.31276 0.40585 -1.01904  0.08
C -3.67678 0.55187 -2.70957  -0.20
F -4.25341 -0.46061 -3.40284  0.06
C -2.54699 1.19090 -3.17840  -0.20
F -1.97842 0.76232 -4.31933  0.07
C -1.98268 2.25253 -2.50352  -0.18
F -0.80932 2.73413 -3.01438  0.02
C 2.21438 4.00231 0.24885  -0.23
C 3.45518 3.17651 -0.05730  -0.28
N 3.14477 1.77359 -0.18810  0.00
C 4.12015 0.89323 -0.20717  -0.23
C 5.54432 1.07701 -0.17066  -0.14
F 6.08860 2.32785 -0.20152  0.03
C 6.44652 0.03464 -0.14498  -0.18
F 7.76709 0.30461 -0.10415  0.07
C 6.03930 -1.28434 -0.16914  -0.18
F 6.93855 -2.29767 -0.11711  0.05
C 4.67358 -1.53087 -0.25503  -0.17
F 4.24681 -2.80294 -0.31201  0.09
C 3.77705 -0.49768 -0.28763  -0.16
F 2.46764 -0.79109 -0.41030  0.02
H 2.31616 3.40052 -2.34236  0.08
H 2.09054 5.16525 -2.16180  0.09
H 0.77717 4.12859 -2.77059  0.06
H 0.50015 5.92187 -0.34651  0.11
H -0.18021 4.66684 0.71499  0.10
H -0.98535 4.70466 -2.18896  0.09
H -1.67058 5.82124 -1.02195  0.10
H 1.82013 3.66732 1.20950  0.07
H 2.54638 5.05286 0.37135  0.12
H 4.14613 3.36855 0.77735  0.11
H 3.94702 3.57496 -0.95649  0.10
O 0.71894 2.61769 3.60088  0.08
C 0.32293 2.28640 2.60611  -0.02

Results
LUMO level, eV: 3.880
Net charge: -2
Frontier orbital gap, Ha: 0.192
Multiplicity: 1
E_HOMO, eV: -1.35


# 3
Entry from the Open Molecules 2025 dataset: a single C3H6N2 molecule at a distorted geometry (ωB97M-V with the def2-TZVPD basis set).

Each line ends with the natural charge from an NBO analysis.
Geometry (Å):
H 2.54005 -0.96843 1.22074  0.35
N 2.17821 -0.28393 0.56504  -0.65
C 1.03591 -0.46985 0.13032  0.45
N -0.08446 -1.36226 0.11136  -0.64
C -0.14338 -0.11889 -0.65960  -0.11
C -1.02147 1.02737 -0.21892  -0.62
H -0.67740 -1.49034 0.91904  0.38
H -0.10369 -0.28060 -1.73352  0.20
H -0.67848 1.95263 -0.67812  0.23
H -0.99010 1.14778 0.86336  0.21
H -2.05521 0.84652 -0.51970  0.21

Results
LUMO level, eV: 1.063
Net charge: 0
Frontier orbital gap, Ha: 0.379
Multiplicity: 1
E_HOMO, eV: -9.26
SMILES string: [H]/N=C1\N[C@H]1C


# 4
Entry from the Open Molecules 2025 dataset: a molecular structure, C23H16AsI2N2O6S2W (ωB97M-V with the def2-TZVPD basis set).

Each line ends with the natural charge from an NBO analysis.
Geometry (Å):
W 1.08253 -0.99597 -0.56860  1.90
I 3.68298 -1.50570 0.62996  0.60
C 4.55975 0.45502 0.33172  -0.70
I 3.46167 2.07160 1.08091  0.28
H 4.70809 0.55020 -0.73755  0.25
H 5.50252 0.35937 0.86297  0.27
O -2.09889 -3.05441 -1.64010  -1.01
As -0.44593 -3.20043 -2.08697  1.87
O 0.16977 -2.57659 -0.43897  -0.88
O -0.21850 -1.33847 -2.42896  -0.86
C 0.07291 -0.94550 -3.74558  0.36
C -0.93146 -0.79749 -4.67166  -0.27
C -0.58580 -0.45265 -5.98241  -0.10
C 0.73597 -0.25343 -6.35369  -0.18
C 1.75317 -0.38669 -5.41683  -0.10
C 1.40718 -0.73876 -4.12004  -0.50
S 2.59222 -0.86315 -2.87802  2.40
O 3.92185 -0.71178 -3.30302  -0.79
O 2.23852 -2.08135 -2.04312  -0.92
O 2.14677 0.18892 -1.80832  -0.92
H -2.67260 -3.78907 -1.91428  0.54
H -1.96534 -0.94355 -4.38532  0.26
H -1.37108 -0.34150 -6.71826  0.26
H 0.97998 0.00977 -7.37339  0.27
H 2.79098 -0.22790 -5.68049  0.27
S -1.11838 3.02627 -1.02751  0.65
C 0.08456 1.86559 -1.10314  -0.10
N -0.23296 0.67051 -0.63014  -0.56
C -1.55781 0.64617 -0.13870  0.16
C -2.23573 -0.42007 0.45248  -0.26
C -3.53985 -0.21423 0.85405  -0.15
C -4.17493 1.02420 0.68475  -0.17
C -3.51126 2.08587 0.10904  -0.18
C -2.19409 1.87865 -0.29727  -0.25
H 1.05790 2.09342 -1.50846  0.28
H -1.77244 -1.38536 0.59927  0.23
H -4.08579 -1.02894 1.31045  0.25
H -5.19872 1.14785 1.01034  0.26
H -3.99358 3.04517 -0.02271  0.26
N -0.81219 1.60219 8.77313  -0.12
C -0.55420 1.28407 7.69984  0.19
C -0.23287 0.88722 6.36218  0.00
C -1.10816 1.23090 5.31985  -0.17
C -0.80591 0.85704 4.03648  -0.11
C 0.38410 0.12948 3.78181  -0.15
C 1.25676 -0.21493 4.84424  -0.10
C 0.94613 0.16513 6.12480  -0.16
C 0.68368 -0.24667 2.48894  0.31
C 0.92071 -0.58824 1.31527  -0.45
H -2.00899 1.78525 5.54278  0.27
H -1.46601 1.10564 3.21562  0.24
H 2.15802 -0.77659 4.64023  0.24
H 1.59476 -0.08608 6.95241  0.27

Results
LUMO level (alpha / beta), eV: -11.443 / -11.442
Net charge: +3
Frontier orbital gap (alpha / beta), Ha: 0.208 / 0.208
Multiplicity: 1
E_HOMO (alpha / beta), eV: -17.09 / -17.09


# 5
Entry from the Open Molecules 2025 dataset: a molecular structure, CH2DyF3O at a distorted geometry (ωB97M-V with the def2-TZVPD basis set).

Each line ends with the Mulliken spin population.
Geometry (Å):
H -0.17228 -1.05322 0.44783  0.00
Dy 2.28625 0.14787 -1.03188  5.07
O 0.81962 -1.53270 0.08777  -0.02
H 0.72002 -2.46646 -0.11211  0.01
C -0.53712 1.00047 0.01895  -0.05
F -1.74950 0.37692 -0.25580  0.00
F -0.58497 1.27784 1.36665  -0.01
F -0.78201 2.24929 -0.52140  0.00

Results
LUMO level (alpha / beta), eV: -0.396 / -0.207
Net charge: 0
Frontier orbital gap (alpha / beta), Ha: 0.286 / 0.216
Multiplicity: 6
E_HOMO (alpha / beta), eV: -8.19 / -6.09


# 6
Entry from the Open Molecules 2025 dataset: 2 unconnected molecules or ions with the total composition CH3ClOSi at a distorted geometry (ωB97M-V with the def2-TZVPD basis set).

Each line ends with the natural charge from an NBO analysis.
Geometry (Å):
C -0.33261 -0.03468 1.22030  -0.10
O -1.34620 -0.56878 1.52854  -0.47
Si -0.52920 0.60163 -0.56076  0.94
Cl -1.58101 -0.95948 -1.43642  -0.33
H 0.48831 -0.00093 1.95646  0.20
H -1.82549 2.38767 -0.14758  -0.05
H 0.48387 1.27055 -1.31623  -0.18

Results
LUMO level (alpha / beta), eV: -0.148 / -3.365
Net charge: 0
Frontier orbital gap (alpha / beta), Ha: 0.233 / 0.210
Multiplicity: 3
E_HOMO (alpha / beta), eV: -6.49 / -9.07


| no. | molar mass (g/mol) |
| --- | --- |
| 1 | 590.447 |
| 2 | 794.173 |
| 3 | 70.095 |
| 4 | 993.093 |
| 5 | 249.520 |
| 6 | 94.573 |